# 1
{"formula": "C17H35NO15S3", "method": "ωB97M-V/def2-TZVPD", "elements": ["S", "S", "S", "O", "O", "O", "O", "O", "O", "O", "O", "O", "O", "O", "O", "O", "O", "O", "N", "C", "C", "C", "C", "C", "C", "C", "C", "C", "C", "C", "C", "C", "C", "C", "C", "C", "H", "H", "H", "H", "H", "H", "H", "H", "H", "H", "H", "H", "H", "H", "H", "H", "H", "H", "H", "H", "H", "H", "H", "H", "H", "H", "H", "H", "H", "H", "H", "H", "H", "H", "H"], "coordinates": [[2.238, 3.305, 3.339], [-1.757, -3.729, 0.697], [-0.975, -2.365, -3.855], [-0.675, -0.767, -3.538], [-2.042, -2.629, -4.794], [1.413, 4.646, 3.656], [2.061, 3.503, 1.725], [1.533, 2.171, 3.850], [0.458, -2.550, -4.664], [-2.863, -2.508, 0.908], [-1.071, -3.183, -2.597], [0.213, 0.880, -1.420], [-2.789, -4.628, -0.210], [-0.727, -3.153, -0.145], [3.656, 3.407, 3.705], [-1.356, 5.352, -2.224], [-1.389, -4.466, 1.896], [0.278, -2.672, 3.715], [-1.249, 3.158, -2.783], [1.347, -1.435, -4.354], [-0.198, 0.729, 0.766], [1.425, 5.592, 2.618], [-2.675, 2.952, -3.025], [2.262, -3.941, 3.855], [-3.739, -2.454, -0.180], [-3.847, -3.876, -0.852], [2.017, 4.874, 1.372], [-0.904, 0.670, -0.582], [0.825, 4.276, -2.321], [1.422, -4.311, 5.002], [-0.710, 4.359, -2.415], [0.062, -3.772, 4.565], [1.501, 0.473, -0.925], [1.361, -2.932, 2.980], [1.250, 0.296, 0.497], [0.355, -0.327, -4.370], [-0.538, -3.358, 5.375], [-0.590, -4.545, 4.159], [1.277, 5.125, -1.808], [-0.268, 1.748, 1.146], [-3.288, -1.829, -0.951], [1.307, 3.345, -2.022], [-1.610, 1.483, -0.753], [1.219, -3.450, 2.031], [0.411, 5.947, 2.430], [1.955, 0.656, 1.246], [1.791, -1.675, -3.388], [1.961, 6.528, 2.774], [-0.680, -0.027, 1.386], [-4.824, -4.218, -0.511], [-0.704, 2.312, -2.697], [1.958, -0.391, -1.409], [1.151, -0.760, 0.748], [2.232, 1.271, -1.058], [1.429, -5.352, 5.327], [3.187, -3.423, 4.108], [-4.634, -2.064, 0.306], [3.018, 5.100, 1.005], [0.924, 0.599, -4.285], [2.224, -1.159, -4.940], [-3.235, 3.879, -3.148], [1.248, 4.428, -3.314], [1.317, 4.839, 0.537], [2.699, -4.785, 3.322], [-2.939, 2.424, -3.941], [1.672, -3.659, 5.838], [-0.175, -0.215, -5.315], [-3.790, -3.903, -1.940], [-1.291, -0.331, -0.771], [1.883, -2.018, 2.697], [-3.009, 2.537, -2.074]], "charge": 1, "homo_ev": [-11.32, -11.32], "energy_ha": -3046.1176, "spin_multiplicity": 2}

---

# 2
{"formula": "C5H10INO3S", "method": "ωB97M-V/def2-TZVPD", "elements": ["I", "S", "O", "O", "O", "N", "C", "C", "C", "C", "C", "H", "H", "H", "H", "H", "H", "H", "H", "H", "H"], "coordinates": [[3.189, 1.508, -2.699], [0.223, -1.817, -2.692], [0.920, -2.953, -2.177], [1.013, -0.942, -3.541], [0.310, 0.122, -1.054], [2.286, 0.327, 2.192], [0.268, 1.451, 1.041], [-1.852, -0.584, 1.921], [-0.493, 0.551, 0.035], [1.413, 0.861, 1.684], [-1.104, -0.737, 0.605], [-1.161, -0.457, 2.750], [0.613, 2.353, 0.523], [-2.435, -1.483, 2.108], [2.295, 0.322, -3.266], [-1.789, -1.111, -0.161], [-2.536, 0.261, 1.893], [-1.305, 1.193, -0.352], [-0.428, 1.753, 1.832], [-0.303, -1.468, 0.718], [0.874, 0.851, -1.360]], "relative_energy_kj_mol": 0.0, "homo_ev": -10.00, "energy_ha": -1172.8481}

---

# 3
{"formula": "C29H38N4OS4SbTeTi", "method": "ωB97M-V/def2-TZVPD", "elements": ["Te", "Sb", "Ti", "S", "S", "S", "S", "O", "N", "N", "N", "N", "C", "C", "C", "C", "C", "C", "C", "C", "C", "C", "C", "C", "C", "C", "C", "C", "C", "C", "C", "C", "C", "C", "C", "C", "C", "C", "C", "C", "C", "H", "H", "H", "H", "H", "H", "H", "H", "H", "H", "H", "H", "H", "H", "H", "H", "H", "H", "H", "H", "H", "H", "H", "H", "H", "H", "H", "H", "H", "H", "H", "H", "H", "H", "H", "H", "H", "H"], "coordinates": [[-1.372, -0.660, -0.843], [5.971, 1.307, 0.741], [2.739, 1.491, -0.400], [3.835, -0.094, 0.797], [4.183, 3.059, -0.826], [7.763, -0.184, 0.733], [5.762, 2.540, 2.679], [3.211, 0.609, -2.203], [2.571, 4.325, 2.051], [1.358, 1.655, 1.507], [1.128, 3.424, -0.532], [1.102, 0.714, -1.424], [2.160, 3.450, 3.119], [-4.338, 0.509, 0.055], [1.937, 0.385, -2.353], [1.996, 1.955, 2.805], [0.951, -2.140, 0.608], [-4.324, -3.750, 0.457], [-0.147, 2.951, -0.017], [0.813, -1.545, -6.018], [-5.463, -3.033, 0.794], [-0.237, -1.421, 0.776], [1.563, -2.451, -0.726], [-1.986, -3.989, -0.357], [-0.078, -1.655, 3.181], [1.586, 5.075, 1.315], [1.473, 4.796, -0.181], [1.122, -2.339, 3.027], [-0.114, -0.781, -5.319], [-0.747, -1.201, 2.057], [0.024, 2.259, 1.346], [-3.143, -1.727, -0.151], [-5.430, -1.654, 0.640], [-6.704, -3.734, 1.284], [-4.293, -0.996, 0.174], [0.248, -0.158, -4.134], [1.616, -2.578, 1.758], [2.468, -1.032, -4.347], [1.539, -0.279, -3.633], [2.105, -1.668, -5.523], [-3.172, -3.126, -0.017], [-4.095, 0.845, -0.954], [-0.462, 0.437, -3.572], [-1.255, -3.985, 0.454], [2.338, -1.715, -0.954], [1.232, 3.855, 3.541], [-5.330, 0.883, 0.311], [0.717, 5.498, -0.573], [-6.310, -1.070, 0.895], [1.782, 6.157, 1.387], [-7.209, -4.257, 0.468], [-0.544, 2.230, -0.725], [-1.471, -3.618, -1.245], [0.531, -2.036, -6.941], [-0.871, 3.774, 0.087], [-2.298, -5.020, -0.532], [3.364, 3.987, 1.516], [1.682, -2.668, 3.894], [-0.479, -1.458, 4.168], [2.900, 3.489, 3.926], [1.420, 1.504, 3.628], [3.474, -1.097, -3.953], [-1.123, -0.676, -5.701], [-3.604, 0.976, 0.716], [-0.137, 2.971, 2.155], [2.043, -3.431, -0.700], [-0.751, 1.495, 1.442], [-1.681, -0.664, 2.173], [2.982, 1.491, 2.784], [-6.462, -4.477, 2.047], [0.826, -2.432, -1.529], [2.428, 5.018, -0.659], [-7.412, -3.025, 1.714], [2.834, -2.260, -6.065], [2.563, -3.090, 1.638], [1.258, 0.643, 1.459], [1.163, 3.313, -1.540], [0.604, 4.936, 1.783], [-4.328, -4.832, 0.562]], "relative_energy_kj_mol": 146.8, "charge": -2, "homo_ev": [-0.67, -1.57], "energy_ha": -4372.8012, "spin_multiplicity": 2}